No. 1
Density functional theory data (wB97M-V/def2-TZVPD) for a structure of composition C28H16BrCl5HfN4O2S in a non-equilibrium geometry.

Cartesian coordinates (Å):
Hf  0.09747  0.18628  -0.03625
Br  0.12877  7.46849  -0.64400
C  -0.09853  5.61931  -0.82041
C  -0.07993  5.03376  -2.09583
C  -0.23200  3.67236  -2.26153
C  -0.38738  2.85697  -1.15400
O  -0.50806  1.52439  -1.30712
C  -0.46031  3.43647  0.13552
C  -0.78453  2.70147  1.31513
N  -0.96029  1.40250  1.38144
C  -1.29508  0.73502  2.61426
C  -1.87341  1.32844  3.69562
C  -2.16991  0.58409  4.85993
C  -1.90678  -0.75090  4.91331
C  -1.33769  -1.40170  3.79152
C  -1.08551  -2.79039  3.75781
C  -0.56982  -3.37686  2.63470
C  -0.27798  -2.57093  1.53773
N  -0.47820  -1.25819  1.52889
C  -1.03218  -0.65937  2.64443
C  -0.30111  4.83741  0.27765
H  0.05346  5.66702  -2.96368
H  -0.22139  3.22092  -3.24451
H  -0.89975  3.28921  2.22398
H  -2.13664  2.37898  3.67105
H  -2.62234  1.08504  5.70491
H  -2.14238  -1.32921  5.79839
H  -1.31675  -3.38969  4.63116
H  -0.38621  -4.44029  2.58091
H  0.14308  -3.00258  0.63778
H  -0.35155  5.28317  1.26478
Cl  7.32434  1.01123  0.95561
C  5.73585  0.66342  0.44340
C  4.66160  0.97073  1.27306
Cl  4.87665  1.69385  2.80760
C  3.38978  0.66587  0.82810
Cl  1.95919  1.03232  1.78661
C  3.14093  0.06917  -0.38843
O  1.85899  -0.21694  -0.71877
C  4.20722  -0.23176  -1.21427
Cl  3.88230  -0.98335  -2.72640
C  5.50475  0.06692  -0.80295
Cl  6.81616  -0.31694  -1.82173
N  -2.22520  -4.11449  -5.29053
C  -2.76947  -3.96639  -4.07476
S  -3.97510  -4.87333  -3.45681
C  -2.09209  -2.94527  -3.20413
C  -2.84592  -2.20677  -2.29797
C  -2.21019  -1.36162  -1.43444
N  -0.86205  -1.22567  -1.40458
C  -0.13169  -1.90060  -2.31644
C  -0.71612  -2.76237  -3.22197
H  -2.61905  -4.81078  -5.90562
H  -1.57379  -3.45487  -5.68205
H  -3.92140  -2.31553  -2.27354
H  -2.78084  -0.77519  -0.72508
H  0.93846  -1.74290  -2.30152
H  -0.08035  -3.30992  -3.90598

Properties
energy above the lowest of the compared OMol25 structures with the same formula, charge and spin = 4.8 kcal per mole
frontier orbital gap = 6.43 eV
HOMO = -0.4866 hartree
molar mass = 908.19 g mol⁻¹
net charge = +2

natural (NBO) population analysis, charges in e, atoms 1 to 6: 2.46, 0.15, -0.14, -0.11, -0.28, 0.45

No. 2
Density functional theory data (wB97M-V/def2-TZVPD) for a cluster of 2 separate species, CH2O3PS in total in a non-equilibrium geometry.

Cartesian coordinates (Å):
C  -0.32213  1.22640  0.01716
O  1.68284  -0.10550  0.13664
O  -0.26251  2.25409  0.54896
O  -2.42266  -0.26368  -1.20186
P  -1.59171  -0.12548  -0.00705
S  -0.75488  -1.86652  0.38490
H  1.21974  -0.87502  0.46760
H  2.45129  -0.24430  -0.34635

Properties
energy above the lowest of the compared OMol25 structures with the same formula, charge and spin = 49.0 kcal per mole
frontier orbital gap = 6.64 eV
HOMO = -0.1111 hartree
molar mass = 125.06 g mol⁻¹
net charge = -1

natural (NBO) population analysis, charges in e, atoms 1 to 6: 0.30, -0.98, -0.52, -1.12, 1.18, -0.83

Number 1: E -6766.99311 a.u.. Number 2: E -1004.61041 a.u..